This record from the OMol25 dataset describes C51H47N14O2PbTe as an isolated structure. The level of theory is the ωB97M-V functional and the def2-TZVPD basis.

Positions of all 116 atoms, in Å:
C -1.8839 -13.8548 -15.6900
C 0.5261 -13.8389 -14.3361
C 1.8725 -13.5223 -13.8443
C 3.8129 -19.7413 -16.2181
H 8.3123 -15.5366 -18.7449
H 5.3024 -14.4683 -23.6413
C 9.7150 -16.3224 -20.1792
H 4.5270 -12.8667 -24.2153
C 1.1274 -15.3602 -21.2303
C 5.1579 -10.8090 -18.4186
C 0.3033 -22.9245 -20.5970
H 4.2532 -11.0964 -18.9337
H -1.5503 -21.2965 -22.7754
C 10.6035 -17.6231 -22.4358
N 0.3546 -14.6633 -15.3552
H 7.4393 -9.1463 -25.2407
Pb 2.7116 -15.2434 -16.5292
N 2.0666 -12.2881 -13.4021
C 6.8533 -11.2365 -16.8558
Te 7.0793 -14.8548 -21.2807
C 0.8198 -21.8449 -19.8519
C 5.1287 -13.3820 -23.4286
C 9.3957 -15.5760 -18.9237
C 1.1945 -18.0536 -20.1596
N 4.4122 -19.9830 -15.0451
H 12.1969 -19.5981 -20.3032
H 0.8298 -16.2109 -21.8496
C 11.2649 -17.8316 -21.2116
N 2.0623 -17.1390 -18.0773
N 2.9508 -17.6383 -15.4714
H 10.8660 -12.6680 -22.3327
C -1.8277 -13.1114 -14.5197
H 11.5248 -16.9623 -19.2484
H 9.9544 -10.9516 -23.1504
N 2.8475 -14.4825 -13.9463
O 3.9653 -13.2297 -17.7688
H 3.8645 -20.5910 -16.9072
C 3.5162 -17.8881 -14.2750
H 10.9568 -18.0321 -23.3527
C 9.3771 -16.8850 -22.4638
C 7.9490 -10.8772 -23.9314
C 6.4588 -12.7035 -23.3270
C 1.5734 -16.9579 -19.3856
H 8.5453 -15.7743 -24.1472
C 6.6761 -11.4588 -23.9454
H 5.1884 -9.1304 -19.6364
H 5.7191 -14.8362 -12.5159
H 9.9257 -13.4506 -20.9995
C 3.3202 -12.0564 -12.8633
H -2.7226 -12.5469 -14.1925
H 1.9523 -12.4958 -19.0431
H 7.7308 -17.3136 -23.8266
C 4.3077 -19.0245 -14.0825
C 8.1757 -9.5007 -24.5031
C 10.0135 -13.3263 -22.0842
N 4.9585 -15.1244 -13.1416
C 6.9157 -9.2224 -18.1921
H 5.8182 -10.9566 -24.4695
H 0.5764 -24.0015 -20.4092
H 2.9186 -10.1278 -12.7670
N 5.3664 -14.9947 -16.5105
H 8.4510 -9.8455 -16.7665
H 13.2822 -18.2369 -20.8283
C 4.0241 -14.1996 -13.2983
H -0.7611 -19.3313 -21.4999
C 5.7063 -9.6163 -18.8112
H -0.9227 -15.3681 -16.8697
C 2.3817 -18.3811 -17.6306
H 4.9814 -15.9345 -13.7444
C 1.4331 -13.1876 -20.9100
C 7.5272 -13.3408 -22.7053
H 4.9503 -19.1305 -13.2106
H 1.3757 -12.1629 -21.2757
H 9.7762 -16.0215 -18.0294
H 3.3220 -17.2284 -13.4464
C 8.8262 -12.7397 -22.7456
C 5.6807 -11.6023 -17.3994
H 9.1564 -9.4368 -25.0038
C 1.3738 -19.3710 -19.6412
N 3.6370 -10.7906 -12.5662
H 10.2906 -14.3082 -22.4403
C 8.9663 -16.2207 -21.3140
C 0.6159 -20.5045 -20.2737
C 7.4927 -10.0436 -17.2441
C 10.9130 -17.0525 -20.1434
O 6.0153 -15.9665 -16.0496
H 2.2277 -20.5293 -18.0617
C -0.5896 -13.1127 -13.8700
C 12.3547 -18.8000 -21.0683
C -0.2982 -20.3183 -21.3214
C -0.8411 -14.6930 -15.9878
C 1.7058 -13.3832 -19.5732
H -0.3884 -12.5626 -12.9537
H 8.2776 -8.8187 -23.5974
N 1.6750 -14.5952 -18.9511
H 7.3598 -11.9460 -16.1683
H 4.5378 -13.3185 -22.5142
C 2.0422 -19.5183 -18.4025
C 5.1095 -12.9219 -17.2634
C 3.0534 -18.6000 -16.4173
H 9.7063 -14.5027 -18.9032
H 12.5144 -19.2845 -22.0765
N 4.2838 -12.9853 -12.6896
H -2.7924 -13.8570 -16.2836
H 9.3774 -17.3662 -24.5036
N 1.1686 -14.1494 -21.7880
C 1.4439 -15.6343 -19.8795
N -0.5020 -22.6981 -21.6180
N 5.9504 -13.8270 -16.7410
C 8.9761 -11.4697 -23.2315
H 7.2560 -8.2141 -18.4362
H 0.6780 -17.9710 -21.1340
H 4.6388 -10.6236 -12.4405
H 1.2931 -22.0995 -18.9296
C -0.8815 -21.4601 -21.9463
C 8.7089 -16.8293 -23.8092

Summary:
LUMO level (spin up / spin down)   -0.522 / -0.524 Ha
HOMO-LUMO gap (spin up / spin down)   2.00 / 1.92 eV
Spin multiplicity   2
Charge   +4
Energy relative to the best compared isomer or geometry (same formula, charge and spin)   144.3 kJ/mol
Highest occupied orbital energy (spin up / spin down)   -16.19 / -16.19 eV
Max |F|   5.1 eV/Å

Here are the Mulliken charges for atoms 1 to 99, given in e:
1 C -0.815
2 C 0.619
3 C 0.327
4 C -0.527
5 H 0.156
6 H 0.428
7 C 1.817
8 H 0.452
9 C -0.671
10 C -0.188
11 C -0.426
12 H 0.285
13 H 0.390
14 C -1.201
15 N 0.118
16 H 0.400
17 Pb 1.563
18 N -0.610
19 C 0.035
20 Te 0.842
21 C -0.472
22 C -1.944
23 C -1.687
24 C -0.765
25 N -0.525
26 H 0.360
27 H 0.472
28 C 0.562
29 N 0.283
30 N -0.004
31 H 0.421
32 C -0.490
33 H 0.516
34 H 0.421
35 N -0.385
36 O -0.397
37 H 0.479
38 C -0.591
39 H 0.406
40 C 1.247
41 C 0.611
42 C 1.177
43 C 0.545
44 H 0.255
45 C -1.069
46 H 0.468
47 H 0.285
48 H 0.204
49 C 0.463
50 H 0.434
51 H 0.589
52 H 0.330
53 C -0.644
54 C -1.396
55 C -1.182
56 N -0.238
57 C -0.424
58 H 0.384
59 H 0.344
60 H 0.252
61 N 0.674
62 H 0.456
63 H 0.370
64 C 0.428
65 H 0.330
66 C -0.724
67 H 0.439
68 C 0.911
69 H 0.159
70 C -0.634
71 C 0.096
72 H 0.428
73 H 0.452
74 H 0.508
75 H 0.878
76 C 1.436
77 C 0.252
78 H 0.410
79 C 0.513
80 N -0.377
81 H 0.279
82 C -0.611
83 C 0.751
84 C -0.923
85 C -1.084
86 O -0.428
87 H 0.221
88 C -0.603
89 C -1.335
90 C -0.421
91 C -0.172
92 C -0.284
93 H 0.482
94 H 0.351
95 N 0.350
96 H 0.448
97 H 0.478
98 C -0.594
99 C 0.445

---

This record from the OMol25 dataset describes C51H49BrIN2O3PS3V as an isolated structure. The level of theory is the ωB97M-V functional and the def2-TZVPD basis.

Positions of all 112 atoms, in Å:
H -4.6318 0.7518 -3.9958
C 6.6432 3.3609 -2.5592
H 3.7145 5.2006 -3.1405
H -2.8481 -2.9382 -1.0158
N -0.5676 -0.4154 -0.8627
C 0.6140 0.2128 3.4302
H -4.7084 -3.6168 2.5435
H -1.3687 -4.4755 4.2063
C -0.7886 1.6333 5.6502
C -3.7963 1.2009 -3.4478
C 1.5157 -2.8295 3.0273
C -0.6170 -0.5704 2.9863
H 0.7116 0.7844 6.8910
H -1.0371 2.2390 6.5287
C 5.7781 2.7669 -1.6527
C -3.8160 -3.2108 -3.4798
C -3.9712 -4.1705 3.1457
C -1.3813 -1.4295 3.7420
C -1.5221 2.0308 -3.4021
C -2.2922 -3.1827 -3.6682
C 4.7920 1.5055 -3.4668
H 5.6148 1.8326 -5.4264
H -4.6143 -3.0520 5.5954
H -2.0875 -5.3142 -4.0816
N -0.8578 -0.5258 1.6670
C 0.4670 5.8061 -3.9209
C -0.1470 4.8675 -3.0959
H 1.3954 -2.7123 4.1082
C -1.7173 -1.3691 1.0188
H -0.1664 6.4509 -4.5458
C 6.6292 3.0044 -3.9048
C 3.6938 1.4399 2.8037
S 1.7907 -2.3415 0.4918
H -0.8790 -2.8378 -5.3310
H 2.3303 6.6661 -4.6104
S 4.2576 -0.9619 3.6170
S -1.7992 1.7800 4.3468
C -3.1263 -3.2110 3.9997
C 1.3428 -4.0525 2.3500
C -1.6581 2.3468 -2.0468
C -2.1218 -4.0253 4.8721
C -2.8755 2.1138 -1.3970
H -1.2411 4.7857 -3.0714
H -1.8885 -4.9093 -2.3477
C 2.6241 5.1053 -3.1183
H 0.4585 1.2816 3.1834
C 2.0379 4.1531 -2.2963
H -2.6384 -4.8264 5.4294
C 0.6523 4.0136 -2.3347
H -4.2472 -2.2018 -3.6031
H 3.1154 2.2881 2.4155
C -1.6782 -2.1943 -2.6843
Br 3.4862 0.3134 -4.1577
C -0.6464 -1.3131 -3.0668
C -2.3318 -2.2723 3.1222
H 1.1355 -5.0019 2.8591
H -2.9818 2.3582 -0.3404
H -2.4421 1.2091 -5.1407
C -4.0424 -2.3753 4.9283
H -0.2739 -1.2872 -4.0951
C -1.9551 -2.7492 -5.1248
O 0.4343 3.1521 2.1644
H 2.6252 3.5298 -1.6273
O 1.8029 0.3918 1.1755
H -1.7191 4.3706 0.0985
C 5.6903 2.0918 -4.3656
C 5.4578 0.3161 3.7552
H 0.6925 0.2543 -2.3876
C 0.3615 0.8102 5.8452
C -2.5863 1.4625 -4.0920
H -0.5833 -4.5385 -3.4974
H 1.7896 -0.5799 5.1494
C 5.0053 1.5142 3.2992
C -0.6632 4.0572 0.1485
H -3.3258 -4.7508 2.4741
O -1.4246 2.1063 1.2368
H -3.2895 -2.8516 1.2662
H 6.4309 0.0925 4.2045
H -0.0036 4.9312 0.1683
H -4.7878 -1.8044 4.3367
C 1.7975 -1.7945 2.1813
H -3.4652 -1.6730 5.5572
C 1.7879 -0.2712 2.4332
C 0.9612 0.0826 4.8822
C -0.1047 -0.4510 -2.1358
C -1.5244 -1.3353 -0.4298
C 3.1669 0.1677 2.9050
C -3.9208 1.5413 -2.0974
P -0.1282 2.8530 -1.2355
H -4.8599 1.3231 -1.5734
H 1.4157 -4.7290 0.2615
C -0.4607 3.0434 1.3136
H 7.3990 4.0900 -2.2022
H 5.8250 3.0070 -0.5898
C 1.4632 -3.9492 0.9999
C -1.6713 -4.5867 -3.3754
H -4.2832 -3.8530 -4.2275
C 1.8523 5.9251 -3.9482
H -2.4501 -3.4114 -5.8473
H -2.3001 -1.7195 -5.3239
H 5.6117 2.4294 3.3341
C -2.1065 -2.2062 -1.3420
C 4.8414 1.8231 -2.1042
H -1.5975 -3.3818 5.5911
I 3.5114 0.9441 -0.7470
H -4.1258 -3.5894 -2.4977
H 7.3413 3.4717 -4.5958
H -4.5360 -4.8629 3.7959
H -1.2693 -1.4220 4.8308
V -0.0181 0.8770 0.4595
H -0.5584 2.2071 -3.8998
C -2.5384 -2.2342 1.7482

Summary:
LUMO level (spin up / spin down)   -0.137 / -0.137 Ha
HOMO-LUMO gap (spin up / spin down)   6.49 / 6.49 eV
Spin multiplicity   3
Charge   +1
Highest occupied orbital energy (spin up / spin down)   -10.22 / -10.22 eV
Max |F|   4.3 eV/Å

Here are the Mulliken charges for atoms 1 to 99, given in e:
1 H 0.484
2 C -0.622
3 H 0.424
4 H 0.421
5 N 1.752
6 C 1.093
7 H 0.395
8 H 0.248
9 C -0.248
10 C -0.513
11 C -0.164
12 C -0.380
13 H 0.414
14 H 0.381
15 C -0.301
16 C -1.426
17 C -1.988
18 C -0.615
19 C -0.632
20 C 1.576
21 C 0.293
22 H 0.394
23 H 0.436
24 H 0.437
25 N 1.249
26 C -0.681
27 C -0.452
28 H 0.452
29 C -0.255
30 H 0.389
31 C -0.562
32 C -0.540
33 S -0.059
34 H 0.385
35 H 0.389
36 S -0.030
37 S -0.219
38 C 1.630
39 C -0.827
40 C 0.417
41 C -1.365
42 C -0.517
43 H 0.454
44 H 0.325
45 C -0.516
46 H 0.040
47 C -0.506
48 H 0.432
49 C 0.300
50 H 0.250
51 H 0.552
52 C 1.114
53 Br -0.173
54 C -0.736
55 C 0.386
56 H 0.488
57 H 0.333
58 H 0.456
59 C -1.477
60 H 0.419
61 C -1.790
62 O -0.592
63 H 0.203
64 O -0.277
65 H 0.343
66 C -0.523
67 C -0.550
68 H 0.129
69 C -0.784
70 C -0.793
71 H 0.355
72 H 0.336
73 C -0.755
74 C -0.963
75 H 0.411
76 O -0.446
77 H 0.554
78 H 0.465
79 H 0.560
80 H 0.331
81 C -0.763
82 H 0.282
83 C 1.626
84 C -0.585
85 C -1.378
86 C -0.171
87 C -0.524
88 C -0.932
89 P 2.549
90 H 0.412
91 H 0.571
92 C 0.330
93 H 0.352
94 H 0.451
95 C -0.610
96 C -1.529
97 H 0.445
98 C -0.690
99 H 0.420

---

Question: What is the formula in the first record?
Answer: C51H47N14O2PbTe

---

Question: Which of these has the lowest charge?
Answer: C51H49BrIN2O3PS3V